18
Properties=species:S:1:pos:R:3:forces:R:3 method="wB97M-V/def2-TZVPD" de_lowest_kj_mol=333.4 total_energy_ev=-30999.005 multiplicity=1 max_force_ev_per_a=4.38
H 0.83500 -3.02781 2.18057 0.1390 -0.3858 -0.2785
N 0.47187 -2.08624 2.08104 0.8371 1.7130 -2.2127
N 0.82974 -1.64291 0.90609 -1.1439 -0.6495 1.5273
S 1.54090 -2.40066 -0.32865 0.8259 -1.3726 -0.3363
C 0.27794 -0.23631 0.58426 2.0595 -1.1713 3.6789
C -1.07355 -0.47992 0.04446 0.2792 -0.3140 -2.3806
C -1.65957 0.82673 -0.26919 -1.0450 1.0116 -1.5432
C -0.94324 1.85652 -0.81200 -1.9989 -2.3847 1.4112
C 0.46411 1.71740 -0.98356 0.9134 1.2975 0.1097
S 1.25455 2.90108 -1.79926 0.1799 -0.5458 0.1844
C 1.15335 0.52508 -0.36049 -1.7873 -0.9373 -2.5073
H 0.46413 0.10255 1.66229 -1.4840 0.5467 -1.4749
H -1.75028 -1.05487 0.60800 -0.4123 -0.7142 1.2654
H -0.94691 -1.11201 -0.94575 -0.1201 1.2343 1.6072
H -2.77288 0.81011 -0.21759 0.9347 0.6595 -0.0446
H -1.49510 2.70207 -1.12776 0.0352 0.9361 -0.3456
H 1.25777 -0.18102 -1.24665 0.4071 0.7815 0.8796
H 2.09217 0.78019 0.02420 1.3805 0.2952 0.4600



15
Properties=species:S:1:pos:R:3:forces:R:3 method="wB97M-V/def2-TZVPD" de_lowest_kj_mol=8.6 total_energy_ev=-7832.231 multiplicity=1 max_force_ev_per_a=0.39 smiles="CCCC(N)=O"
C 2.22363 -0.00847 -0.39320 0.0753 -0.0138 0.0192
C 0.72953 0.05604 -0.69224 0.0057 0.0208 -0.0651
C -0.14105 -0.16776 0.55095 0.0431 0.0206 0.0624
C -1.49218 0.50184 0.35785 0.0121 0.0637 -0.0239
N -2.58599 -0.30698 0.43102 -0.0594 0.0284 0.0089
O -1.58363 1.69567 0.12714 -0.0500 -0.3798 0.0849
H 2.81209 0.18336 -1.29676 -0.0736 -0.0651 0.1381
H 2.52739 -0.98248 0.00953 -0.0742 0.1332 -0.0701
H 2.48967 0.75725 0.34527 -0.0109 -0.1285 -0.1031
H 0.48525 1.04716 -1.08770 0.0508 -0.1347 0.0250
H 0.45567 -0.67875 -1.46226 0.0685 0.1567 0.1139
H -0.23185 -1.23540 0.79038 -0.0264 0.1838 -0.0635
H 0.32685 0.31798 1.41622 -0.0797 -0.0181 -0.1273
H -3.48943 0.11365 0.28109 0.0671 -0.0705 0.0407
H -2.52595 -1.29312 0.62271 0.0517 0.2032 -0.0401



83
Properties=species:S:1:pos:R:3:forces:R:3 method="wB97M-V/def2-TZVPD" de_lowest_kj_mol=0.0 total_energy_ev=-169969.396 multiplicity=1 max_force_ev_per_a=0.30 total_charge=+2
Pt -0.11184 0.14691 -0.28864 0.2232 -0.1982 0.0080
O -5.68283 -0.69135 -4.27012 -0.0033 -0.0151 -0.0154
C -4.64637 -1.63712 -4.36759 -0.0040 0.0311 0.0002
C -3.54062 -1.23630 -3.43527 -0.0349 0.0137 -0.0016
C -2.40310 -2.02131 -3.29833 0.0139 -0.0171 -0.0078
C -1.40304 -1.61782 -2.44319 0.0655 -0.0153 -0.0137
N -1.47676 -0.48427 -1.73539 -0.0727 0.1628 0.0473
C -2.59663 0.26069 -1.82211 -0.0246 -0.0208 -0.0190
C -3.63444 -0.08392 -2.66578 -0.0135 -0.0152 -0.0160
C -2.65675 1.42050 -0.91126 0.0490 -0.0036 0.0277
C -3.61928 2.40580 -1.02048 -0.0215 -0.0250 -0.0380
C -3.62995 3.46778 -0.12817 -0.0208 0.0061 -0.0090
C -4.66417 4.55078 -0.22271 -0.0038 -0.0156 -0.0076
O -5.47767 4.29893 -1.34134 0.0008 0.0014 0.0126
C -2.64913 3.49674 0.85523 0.0243 0.0137 0.0339
C -1.71348 2.48910 0.90322 -0.0185 -0.0335 -0.0126
N -1.70398 1.45776 0.04731 -0.1523 0.1304 0.0968
H -6.40463 -0.93782 -4.85747 0.0150 0.0034 0.0123
H -4.23536 -1.68894 -5.38265 -0.0010 -0.0064 -0.0053
H -4.98284 -2.64363 -4.09520 -0.0034 -0.0088 0.0046
H -2.28791 -2.94776 -3.84581 0.0007 0.0061 0.0033
H -0.51921 -2.22370 -2.30793 0.0305 -0.0035 -0.0133
H -4.53252 0.51139 -2.72228 0.0077 -0.0005 -0.0030
H -4.35928 2.37260 -1.80509 -0.0038 0.0065 0.0130
H -4.15003 5.51564 -0.29799 0.0007 0.0094 -0.0046
H -5.23985 4.55569 0.71023 -0.0043 0.0033 0.0043
H -6.17375 4.96140 -1.39394 0.0040 0.0022 0.0001
H -2.60166 4.29827 1.58103 -0.0033 -0.0031 -0.0080
H -0.94355 2.49137 1.65493 -0.0055 -0.0005 0.0171
C -1.22941 0.45677 3.52801 0.0042 0.0172 -0.0053
C 0.07697 -0.26349 3.23162 0.0123 -0.0178 0.0005
As 1.16220 0.41982 1.76292 -0.0931 -0.0180 -0.0435
C 2.77554 -0.67432 1.92464 -0.0252 -0.0051 0.0264
C 3.03110 -1.27418 3.30412 0.0255 -0.0034 -0.0040
C 1.75703 2.19728 2.28541 0.0047 0.0542 -0.0976
C 2.43625 2.25520 3.64918 0.0061 -0.0143 -0.0055
H -1.71306 -0.00949 4.38596 -0.0029 -0.0004 -0.0041
H -1.92557 0.40095 2.69198 -0.0085 0.0089 -0.0203
H -1.06903 1.50550 3.78492 0.0034 0.0059 -0.0088
H -0.10368 -1.31118 2.98396 -0.0149 -0.0109 0.0109
H 0.72846 -0.25425 4.10531 -0.0140 0.0062 0.0035
H 3.60747 -0.04464 1.60950 -0.0003 0.0168 -0.0089
H 2.68211 -1.46734 1.18445 0.0440 -0.0255 -0.0129
H 3.10782 -0.51352 4.07958 -0.0020 -0.0202 0.0059
H 3.97858 -1.81333 3.28274 -0.0007 0.0041 0.0081
H 2.25915 -1.98442 3.59726 -0.0030 0.0063 -0.0099
H 0.90000 2.86825 2.24160 0.0205 0.0232 0.0417
H 2.43987 2.51206 1.49349 -0.0137 0.0012 0.0221
H 1.80193 1.86335 4.44467 -0.0099 0.0021 0.0026
H 2.66962 3.28968 3.89936 0.0080 0.0010 -0.0070
H 3.37417 1.70074 3.65160 -0.0087 0.0018 0.0030
C 5.80984 1.35186 -0.53462 -0.0132 -0.0185 0.0011
C 4.63898 2.09086 -0.65269 0.0269 -0.0014 0.0062
C 3.44005 1.44810 -0.92301 -0.0490 0.0043 0.0157
C 3.42019 0.06573 -1.07806 0.0719 -0.0014 -0.0611
C 4.59121 -0.67502 -0.97959 0.0030 -0.0063 -0.0209
C 5.78669 -0.02688 -0.70217 -0.0004 0.0292 0.0030
As 1.74353 -0.78650 -1.45306 -0.0641 -0.1810 -0.1639
C 1.46738 -0.59901 -3.34854 0.0177 0.1593 0.1067
C 1.09826 0.54181 -4.04039 -0.0132 0.0016 0.0077
C 0.95804 0.47058 -5.41961 0.0104 -0.0063 -0.0118
C 1.19323 -0.73058 -6.07974 -0.0003 0.0135 0.0014
C 1.56282 -1.86929 -5.37775 0.0247 -0.0110 -0.0170
C 1.70216 -1.81123 -3.99626 -0.0296 -0.0385 -0.0356
C 2.04600 -2.94545 -3.10939 0.0420 -0.0599 0.0027
C 2.32843 -4.24161 -3.52421 -0.0271 -0.0021 -0.0414
C 2.61463 -5.22350 -2.58710 0.0112 -0.0118 -0.0191
C 2.62302 -4.93198 -1.22907 -0.0129 0.0041 0.0304
C 2.35015 -3.64134 -0.79771 -0.0354 -0.0039 -0.0254
C 2.06930 -2.66195 -1.73879 0.0456 0.1051 0.2172
H 6.74418 1.85342 -0.32077 -0.0026 -0.0025 -0.0023
H 4.66285 3.16706 -0.54027 0.0027 -0.0030 -0.0046
H 2.52562 2.02689 -1.01474 0.0053 -0.0174 -0.0058
H 4.57542 -1.75016 -1.10955 0.0089 -0.0062 -0.0107
H 6.70110 -0.59899 -0.62026 0.0007 0.0030 -0.0021
H 0.92065 1.47720 -3.52237 0.0020 -0.0060 0.0017
H 0.67293 1.35001 -5.98132 0.0081 -0.0055 0.0011
H 1.09144 -0.77780 -7.15584 -0.0027 -0.0027 0.0070
H 1.74486 -2.79274 -5.91218 -0.0109 0.0078 0.0021
H 2.33058 -4.49116 -4.57723 -0.0041 -0.0014 0.0084
H 2.83377 -6.22931 -2.91985 -0.0003 0.0065 0.0014
H 2.84065 -5.70904 -0.50894 0.0041 0.0085 -0.0032
H 2.35428 -3.41885 0.26176 0.0045 0.0027 0.0078



46
Properties=species:S:1:pos:R:3:forces:R:3 method="wB97M-V/def2-TZVPD" de_lowest_kj_mol=564.1 total_energy_ev=-31559.431 multiplicity=1 max_force_ev_per_a=1.66 smiles="CCN(CC)CCCNc1oc(-c2ccccc2[N+](=O)[O-])nc1C#N"
C -3.83255 -0.30415 -0.17464 -0.1736 -0.2448 0.1291
C -3.81311 -1.62795 0.58572 -0.1236 0.3435 -0.1171
N -2.47187 -2.21726 0.63019 0.0051 -0.2357 -0.0003
C -2.33632 -3.39619 -0.22024 0.0023 -0.1411 -0.2200
C -2.56268 -3.09653 -1.69619 0.0892 -0.0686 0.2935
C -2.01087 -2.47066 1.99266 -0.0632 0.0821 0.2943
C -1.57207 -1.18341 2.69750 0.1853 -0.2080 -0.1926
C -0.29630 -0.61352 2.08507 0.0729 0.0675 0.3511
N -0.53937 -0.31777 0.69274 0.3110 0.2151 0.0789
C 0.31667 0.36688 -0.06216 -0.4979 0.0807 -1.0704
O 1.40352 0.95414 0.46978 -0.0728 -0.1797 0.1340
C 2.02074 1.58617 -0.59173 -0.8365 -0.2297 -1.0919
C 3.20348 2.37549 -0.36915 0.4503 0.2175 0.0921
C 3.48412 2.89211 0.89807 -0.0485 -0.1031 -0.2798
C 4.55281 3.74471 1.08982 0.1264 0.0956 -0.0168
C 5.35269 4.12229 0.02063 -0.1037 -0.0827 0.0749
C 5.10279 3.60628 -1.23870 -0.1166 -0.1318 -0.1926
C 4.05421 2.72016 -1.42721 0.0562 0.4284 1.1902
N 3.93631 2.09404 -2.72680 0.1910 -0.3439 -0.2927
O 3.86947 0.88710 -2.74823 0.1101 -0.2482 -0.0993
O 3.99967 2.81517 -3.69453 -0.0727 0.2800 -0.3708
N 1.38256 1.44037 -1.70633 0.7979 0.5924 0.4229
C 0.29157 0.67417 -1.42858 0.3433 -0.2396 1.6042
C -0.68204 0.27882 -2.34397 -0.3002 -0.1259 -0.2796
N -1.52168 -0.08437 -3.03962 -0.2671 -0.0697 -0.2588
H -3.23253 0.44368 0.33785 0.0715 0.1003 0.0375
H -4.85392 0.06250 -0.24216 -0.1117 0.1115 -0.0406
H -3.44050 -0.42449 -1.18009 0.0345 0.0135 -0.1211
H -4.51402 -2.32742 0.11690 0.0225 -0.0411 0.0891
H -4.17115 -1.45635 1.60594 0.0125 -0.0921 -0.0386
H -3.02678 -4.19490 0.10193 0.0813 0.0222 0.0525
H -1.31553 -3.76978 -0.09694 -0.0776 -0.0256 0.0466
H -2.33002 -3.98485 -2.27790 -0.0213 -0.0771 -0.0949
H -3.59427 -2.82310 -1.89692 -0.1239 0.0547 -0.0803
H -1.92108 -2.28655 -2.03221 0.0109 0.0257 -0.0628
H -2.78821 -2.97018 2.59354 0.0610 -0.0378 -0.0771
H -1.15251 -3.14610 1.94484 -0.0322 -0.0199 -0.0030
H -2.36451 -0.43745 2.63463 -0.0712 0.0644 0.0806
H -1.39174 -1.40064 3.75097 -0.0269 0.0379 0.0204
H 0.52415 -1.33813 2.18838 -0.0379 0.0595 0.0774
H 0.00301 0.30460 2.60188 -0.0057 -0.1282 0.0020
H -1.25823 -0.92463 0.26890 0.1057 0.0951 -0.1425
H 2.84153 2.62326 1.72217 -0.0626 0.0034 0.0566
H 4.75655 4.13155 2.07676 0.0078 0.0365 0.0808
H 6.17339 4.80611 0.16929 0.0808 0.0469 -0.0041
H 5.72464 3.86678 -2.08189 0.0178 -0.0002 -0.0611



15
Properties=species:S:1:pos:R:3:forces:R:3 method="wB97M-V/def2-TZVPD" de_lowest_kj_mol=314.6 total_energy_ev=-10880.357 multiplicity=1 max_force_ev_per_a=7.71 smiles="C=C(C=O)N(C)C=O"
C -1.58940 0.89266 0.02662 -2.8968 -0.9610 -0.0403
C -0.79471 -0.18249 -0.08968 2.0707 -0.6008 1.5720
C -1.34115 -1.54699 0.06668 -0.1350 -3.0259 -3.6313
O -0.69754 -2.53265 -0.43685 -3.0923 3.3255 2.6894
N 0.67801 -0.12559 -0.20480 -2.6345 3.0331 -0.5682
C 1.11145 1.33438 -0.23474 0.8656 0.6344 -0.9199
C 1.58706 -1.15662 0.19681 -7.1617 -0.8365 2.7386
O 2.69762 -1.20771 -0.06500 4.9155 0.1209 -1.1442
H -2.77921 0.89779 0.04956 2.8295 -0.7419 0.0887
H -1.23459 1.87316 0.07424 0.7054 1.2330 -0.2468
H -2.51090 -1.56241 0.36350 2.5834 -0.4330 -0.2696
H 0.95093 1.78920 0.76270 -0.2677 -0.2243 -0.4896
H 0.74598 2.19728 -1.07550 0.5052 -3.1908 1.9626
H 2.19064 1.26421 -0.33819 0.1281 0.2344 -0.1809
H 0.98583 -1.93420 0.90466 1.5845 1.4329 -1.5604